(1)
Molecular formula: C13H19F12HgN3O9S4
Method: DFT, ωB97M-V/def2-TZVPD

* E_tot: -4292.44472 hartree
* multiplicity: 1
* ΔE to the lowest compared entry with this formula, charge and spin: 421.6 kJ/mol
* orbital gap: 9.81 eV

Last column: Mulliken charge in e.
CARTESIAN COORDINATES (ANGSTROEM)
Hg 19.018 24.652 -29.239  3.2112
C 23.003 25.382 -30.806  0.6100
F 22.413 24.274 -30.267  -0.1510
F 23.754 25.825 -29.730  -0.2175
F 23.773 25.004 -31.908  -0.2120
S 21.576 26.612 -31.129  0.8559
O 21.700 27.547 -29.986  -0.5824
O 21.732 27.172 -32.480  -0.4966
N 20.069 25.641 -30.917  -1.0458
S 19.138 25.858 -32.180  0.7295
O 17.807 25.446 -31.768  -0.5682
O 19.233 27.161 -32.743  -0.5687
C 19.920 24.572 -33.469  0.7391
F 19.546 24.855 -34.661  -0.1959
F 21.299 24.704 -33.485  -0.2500
F 19.648 23.269 -33.083  -0.1660
C 18.916 20.228 -28.614  0.6636
F 17.701 20.045 -28.138  -0.1494
F 19.678 20.552 -27.523  -0.2224
F 19.586 19.229 -29.208  -0.1780
S 18.970 21.626 -30.004  0.5747
O 20.113 22.544 -29.830  -0.5370
O 18.950 20.965 -31.316  -0.5356
N 17.832 22.873 -29.467  -0.6200
S 16.498 22.472 -30.276  0.8135
O 16.548 22.999 -31.594  -0.5804
O 16.010 21.071 -30.123  -0.6353
C 15.173 23.510 -29.381  0.6702
F 15.785 24.722 -29.230  -0.2742
F 14.023 23.759 -30.124  -0.2288
F 14.786 22.992 -28.222  -0.2192
C 17.520 27.586 -26.176  -2.0286
C 18.496 27.244 -27.202  1.6992
C 19.760 28.265 -26.985  -1.1174
C 20.956 27.677 -26.203  -0.9906
C 21.220 26.229 -26.812  -0.5208
C 20.027 25.222 -26.524  1.6041
N 18.934 25.772 -27.236  1.1307
O 17.738 24.902 -27.240  -0.3405
C 20.564 23.843 -27.039  -2.6038
C 19.668 25.118 -25.014  -1.6895
C 17.906 27.618 -28.473  -2.4708
H 16.495 27.367 -26.475  0.3703
H 17.443 28.638 -25.902  0.4882
H 17.767 27.224 -25.179  0.4101
H 20.062 28.735 -27.922  0.6075
H 19.470 29.003 -26.238  0.2166
H 20.828 27.511 -25.133  0.3886
H 21.777 28.348 -26.454  0.4963
H 22.134 25.863 -26.345  0.6807
H 21.524 26.343 -27.853  -0.4659
H 21.082 23.987 -27.987  0.4462
H 21.373 23.576 -26.360  0.6779
H 19.701 23.183 -27.135  0.3688
H 19.492 26.154 -24.723  0.2964
H 18.798 24.522 -24.738  0.3158
H 20.417 24.696 -24.345  0.3773
H 16.834 27.419 -28.453  0.2407
H 18.245 27.104 -29.372  0.4498
H 17.917 28.675 -28.738  0.4558
H 17.323 25.054 -26.388  0.2737

=====

(2)
Molecular formula: C4H15NO2
Method: DFT, ωB97M-V/def2-TZVPD

* E_tot: -366.58380 hartree
* multiplicity: 1
* SMILES: CCNCC.O.O
* ΔE to the lowest compared entry with this formula, charge and spin: 176.8 kJ/mol
* orbital gap: 9.85 eV

Last column: Mulliken charge in e.
CARTESIAN COORDINATES (ANGSTROEM)
C -0.689 0.336 -2.024  -0.6044
N 0.190 -0.374 -1.113  -0.2726
C 1.446 -0.793 -1.758  -0.4493
C 2.332 -1.802 -1.071  -1.1620
C -2.082 0.867 -1.555  -1.0447
H -0.841 -0.281 -2.915  0.5058
H -0.128 1.222 -2.367  0.3407
H -0.290 -1.250 -0.917  0.1837
H 1.979 0.035 -2.209  0.4215
H 1.048 -1.204 -2.718  0.2961
H 3.317 -1.546 -1.450  0.3137
H 1.975 -2.810 -0.913  0.3446
H 2.302 -1.429 -0.028  0.2944
H -2.854 0.296 -2.054  0.3082
H -2.112 0.727 -0.472  0.2981
H -2.159 1.907 -1.858  0.2715
H -1.838 -0.161 5.177  0.3252
H -0.574 0.795 4.790  0.3298
O -0.923 -0.114 4.877  -0.6516
H -0.365 1.385 2.208  0.2946
H -0.135 1.057 0.693  0.3164
O 0.094 1.640 1.403  -0.6599

=====

(3)
Molecular formula: C4H31N2O11
Method: DFT, ωB97M-V/def2-TZVPD

* net charge: -1
* E_tot: -1108.22973 hartree
* multiplicity: 1
* ΔE to the lowest compared entry with this formula, charge and spin: 0.0 kJ/mol
* orbital gap: 9.75 eV

Last column: Mulliken charge in e.
CARTESIAN COORDINATES (ANGSTROEM)
C -1.213 -0.180 0.441  -0.7937
O -0.723 -0.147 -0.910  -0.1497
C -0.315 0.652 1.415  0.8142
C 0.051 -0.204 2.646  -1.0148
C 1.160 0.430 3.460  -0.7768
N 2.417 0.659 2.738  -0.6491
N -1.033 1.887 1.822  -0.4311
H -1.359 -1.174 0.877  0.3296
H -2.192 0.264 0.276  0.0909
H 0.552 0.864 0.788  0.0592
H -0.900 -0.369 3.168  0.4401
H 0.209 -1.201 2.220  0.3522
H 0.796 1.383 3.845  0.4117
H 1.459 -0.163 4.326  0.3460
H 2.356 1.520 2.197  0.3354
H 2.582 -0.042 2.022  0.2607
H -0.644 2.693 1.342  0.2291
H -0.923 2.017 2.821  0.2030
H -0.161 -1.090 -1.131  0.1222
H 1.899 2.487 -2.161  0.3480
O 2.384 1.743 -2.540  -0.6943
H -1.196 2.611 -1.123  0.3523
H -0.132 1.457 -1.106  0.1464
O -0.273 2.417 -1.313  -0.7546
H -0.924 -1.213 -4.393  0.2780
H -1.783 -1.491 -3.066  0.3918
O -1.757 -1.080 -3.942  -0.6802
H -2.909 1.818 1.048  0.4481
H -4.090 1.844 0.105  0.3271
O -3.746 2.291 0.891  -0.7345
H -1.139 -2.965 -1.550  0.3543
H -2.331 -2.586 -0.655  0.3275
O -2.127 -3.028 -1.486  -0.6881
H 0.922 -2.227 -2.310  0.1197
H 2.119 -2.218 -0.606  0.3090
O 0.458 -2.203 -1.469  -0.9646
H -2.945 0.759 -2.976  0.2822
H -2.133 0.311 -1.793  0.4072
O -3.065 0.533 -2.047  -0.6832
H 4.099 1.701 0.463  0.3193
H 3.341 1.474 -0.892  0.3986
O 4.146 1.850 -0.485  -0.6410
H 0.230 -3.356 -0.065  0.4103
H 1.097 -3.307 1.179  0.2856
O 0.189 -3.500 0.916  -0.6817
H 2.842 -1.251 0.299  0.2355
H 1.733 1.070 -2.766  0.2804
O 2.974 -1.739 -0.520  -0.6782

=====

(4)
Molecular formula: C4H8N2
Method: DFT, ωB97M-V/def2-TZVPD

* E_tot: -266.70064 hartree
* multiplicity: 1
* SMILES: CCNCC#N
* ΔE to the lowest compared entry with this formula, charge and spin: 56.1 kJ/mol
* orbital gap: 10.72 eV

Last column: Mulliken charge in e.
CARTESIAN COORDINATES (ANGSTROEM)
C 2.050 0.062 0.219  -0.9986
C 0.574 0.459 0.305  -0.3700
N -0.237 -0.361 -0.594  -0.3762
C -1.659 -0.114 -0.489  -0.5588
C -2.213 -0.279 0.881  0.3749
N -2.589 -0.422 1.966  -0.4105
H 2.590 0.672 -0.511  0.2679
H 2.154 -0.984 -0.093  0.2921
H 2.544 0.167 1.189  0.3048
H 0.222 0.389 1.348  0.3261
H 0.444 1.506 0.003  0.2644
H -0.055 -1.342 -0.402  0.2866
H -2.199 -0.791 -1.159  0.3120
H -1.877 0.908 -0.820  0.2852

=====

(5)
Molecular formula: C36H72ClFMnO18
Method: DFT, ωB97M-V/def2-TZVPD

* E_tot: -4480.50348 hartree
* multiplicity: 6
* ΔE to the lowest compared entry with this formula, charge and spin: 0.0 kJ/mol
* orbital gap (spin up / spin down): 8.96 / 9.58 eV

Last column: Mulliken charge in e.
CARTESIAN COORDINATES (ANGSTROEM)
Mn -1.490 -1.897 -0.136  2.3032
F -2.835 -3.150 -0.707  -0.8546
Cl 0.533 -0.351 0.319  -0.8803
O 6.768 1.652 1.629  -0.6006
C 6.763 0.478 1.254  0.8093
O 5.765 -0.056 0.551  -0.2640
C 4.841 0.827 -0.099  -0.5348
C 3.854 0.031 -0.893  -0.1352
C 7.796 -0.516 1.587  -1.1145
H 5.409 1.567 -0.657  0.5173
H 4.376 1.438 0.657  0.1414
H 3.229 0.688 -1.498  0.1390
H 3.265 -0.581 -0.196  -0.2029
H 4.303 -0.643 -1.647  0.2922
H 7.424 -1.254 2.312  0.2267
H 8.673 -0.046 2.059  0.3635
H 8.242 -1.023 0.741  0.3290
O -2.724 3.906 0.724  -0.5931
C -2.998 3.668 1.890  0.8466
O -2.506 2.679 2.647  -0.4691
C -1.328 1.951 2.087  2.1720
C -0.442 1.714 3.259  -1.3515
C -4.091 4.424 2.684  -1.1998
H -0.868 2.519 1.282  -0.5873
H -1.703 0.995 1.702  -0.6930
H -1.016 1.200 3.989  0.3931
H -0.013 2.642 3.676  0.4944
H 0.339 1.035 2.982  -0.1458
H -4.984 3.781 2.646  0.2711
H -4.297 5.350 2.207  0.3762
H -3.725 4.568 3.733  0.3222
O -0.243 6.591 -2.524  -0.6221
C -0.169 5.437 -2.919  0.4994
O 0.169 4.346 -2.171  -0.1143
C 0.538 4.532 -0.756  -0.0774
C 1.681 3.527 -0.525  -0.7988
C -0.560 4.952 -4.303  -0.3995
H -0.354 4.268 -0.159  -0.2272
H 0.834 5.580 -0.593  0.4842
H 1.262 2.568 -0.864  -0.0493
H 2.025 3.478 0.515  0.4065
H 2.472 3.723 -1.253  0.4485
H -1.366 5.562 -4.730  0.3687
H -0.928 3.927 -4.275  -0.2746
H 0.310 4.940 -4.975  0.3443
O 0.263 1.656 -5.614  -0.6639
C -0.378 1.332 -4.642  -0.0496
O -1.716 1.363 -4.675  -0.1139
C -2.458 1.815 -5.887  -0.3493
C -3.915 1.408 -5.652  -0.9085
C 0.078 0.976 -3.294  1.7472
H -1.949 1.436 -6.795  0.4347
H -2.418 2.896 -5.836  0.1866
H -4.086 0.354 -5.751  0.2904
H -4.539 2.058 -6.246  0.4027
H -4.098 1.600 -4.602  0.0786
H -0.426 0.071 -2.973  -0.9056
H -0.269 1.749 -2.646  -0.5042
H 1.136 0.868 -3.233  0.2152
O 2.481 -0.882 6.012  -0.6077
C 2.931 -1.923 5.509  0.9561
O 3.161 -2.122 4.250  -0.3056
C 2.836 -0.978 3.418  0.8800
C 3.791 0.192 3.603  -1.2217
C 3.293 -3.078 6.380  -1.2534
H 1.814 -0.663 3.617  -0.4868
H 2.814 -1.270 2.403  0.2949
H 4.874 -0.040 3.377  0.0373
H 3.687 0.621 4.572  0.6022
H 3.462 0.946 2.857  0.1436
H 4.337 -3.234 6.406  0.3487
H 2.986 -3.973 5.852  0.2802
H 2.945 -2.929 7.406  0.3212
O -0.311 -2.631 -2.007  -0.4151
C -0.531 -2.556 -3.165  0.5759
O 0.435 -2.469 -4.075  -0.4081
C 1.728 -1.986 -3.496  0.4441
C 2.550 -1.416 -4.739  -1.1452
C -1.836 -2.459 -3.827  -0.2811
H 2.176 -2.840 -2.985  0.4950
H 1.531 -1.198 -2.759  -0.4010
H 3.510 -1.052 -4.315  0.2995
H 2.013 -0.578 -5.197  0.2388
H 2.882 -2.151 -5.513  0.3751
H -1.646 -2.826 -4.840  0.4430
H -2.175 -1.421 -3.762  -0.3650
H -2.603 -2.939 -3.176  0.1502
O -0.543 -3.600 1.255  -0.6237
C -0.416 -4.774 1.087  0.6571
O 0.634 -5.437 1.627  -0.3491
C 1.546 -4.600 2.368  0.7006
C 2.733 -5.539 2.903  -1.4979
C -1.290 -5.734 0.405  -0.8914
H 1.110 -4.014 3.188  -0.1837
H 2.029 -3.856 1.708  0.0758
H 2.387 -6.322 3.575  0.3351
H 3.513 -4.894 3.258  0.3957
H 3.141 -6.041 2.001  0.4086
H -2.162 -5.837 1.027  0.2257
H -0.774 -6.696 0.309  0.3711
H -1.541 -5.290 -0.565  0.1197
O -2.548 -0.144 -1.233  0.2585
C -3.691 0.044 -1.521  0.1851
O -4.178 1.240 -1.934  -0.4130
C -3.167 2.387 -2.061  1.9459
C -3.996 3.675 -2.277  -1.7250
C -4.714 -0.996 -1.567  -1.0978
H -2.521 2.139 -2.902  -1.0009
H -2.568 2.413 -1.166  0.2157
H -4.656 3.547 -3.163  0.3441
H -3.323 4.484 -2.407  0.3296
H -4.638 3.816 -1.403  0.3269
H -4.598 -1.507 -2.532  0.2040
H -5.716 -0.587 -1.513  0.4054
H -4.453 -1.720 -0.806  0.1072
O -2.603 -1.176 1.690  -0.0466
C -3.364 -1.067 2.642  0.6458
O -3.216 -1.711 3.752  -0.3947
C -1.979 -2.469 4.075  -0.8043
C -0.672 -1.681 3.878  -0.5098
C -4.594 -0.204 2.687  -1.1320
H -2.010 -3.417 3.498  0.2115
H -2.133 -2.561 5.143  0.4051
H 0.136 -2.352 4.222  -0.1005
H -0.706 -0.820 4.541  0.6851
H -0.493 -1.344 2.856  0.2107
H -4.559 0.331 3.636  0.3761
H -5.472 -0.903 2.672  0.3519
H -4.524 0.461 1.832  0.0580